[1]
{
  "formula": "C3H12N4",
  "method": "ωB97M-V/def2-TZVPD",
  "fmax_ha_per_bohr": 0.07839,
  "homo_lumo_gap_ev": 9.754,
  "smiles": "CC(C)=N.NNN",
  "e_above_lowest_ev": 3.006,
  "e_tot_ha": -340.419946,
  "lumo_energy_ev": 1.09,
  "homo_ha": -0.31825,
  "spin_multiplicity": 1,
  "charge": 0,
  "symbols": ["C", "C", "C", "N", "N", "N", "N", "H", "H", "H", "H", "H", "H", "H", "H", "H", "H", "H", "H"],
  "coordinates": [[1.388, -0.471, -0.195], [1.755, -0.016, 1.186], [0.808, -1.843, -0.314], [-1.187, 0.764, -0.094], [-2.052, -0.341, 0.087], [-1.893, 1.978, -0.357], [1.367, 0.288, -1.232], [-2.605, -0.183, 0.928], [-2.707, -0.440, -0.693], [-1.740, 2.676, 0.363], [-2.196, 2.097, -1.324], [1.889, 1.154, -1.115], [-0.342, 0.619, -0.854], [2.103, 1.017, 1.187], [2.531, -0.661, 1.598], [0.881, -0.077, 1.834], [0.487, -2.033, -1.335], [-0.045, -1.949, 0.355], [1.560, -2.580, -0.026]],
  "nbo_charge": [0.393, -0.693, -0.694, -0.393, -0.674, -0.763, -0.705, 0.346, 0.320, 0.380, 0.359, 0.341, 0.390, 0.216, 0.222, 0.247, 0.233, 0.253, 0.221]
}

***

[2]
{
  "formula": "C3H12N4",
  "method": "ωB97M-V/def2-TZVPD",
  "fmax_ha_per_bohr": 0.00329,
  "homo_lumo_gap_ev": 9.703,
  "smiles": "[H]/N=C/NC.NCN",
  "e_above_lowest_ev": 0.674,
  "e_tot_ha": -340.505641,
  "lumo_energy_ev": 0.88,
  "homo_ha": -0.32415,
  "spin_multiplicity": 1,
  "charge": 0,
  "symbols": ["C", "N", "C", "N", "H", "H", "H", "H", "H", "H", "N", "C", "N", "H", "H", "H", "H", "H", "H"],
  "coordinates": [[1.721, 1.518, -0.314], [1.685, 1.579, 1.133], [1.196, 0.515, 1.839], [0.616, 0.661, 2.961], [2.270, 2.373, -0.700], [2.228, 0.607, -0.619], [0.723, 1.514, -0.764], [1.422, 2.460, 1.549], [1.381, -0.443, 1.344], [0.410, -0.245, 3.366], [-0.327, -1.589, -1.047], [-1.397, -0.620, -0.833], [-2.751, -0.974, -1.233], [-0.525, -2.445, -0.543], [-0.258, -1.835, -2.028], [-1.413, -0.390, 0.234], [-1.126, 0.291, -1.365], [-2.793, -1.166, -2.226], [-3.061, -1.811, -0.754]],
  "nbo_charge": [-0.406, -0.613, 0.279, -0.724, 0.203, 0.207, 0.176, 0.387, 0.151, 0.337, -0.848, -0.066, -0.836, 0.350, 0.349, 0.184, 0.174, 0.348, 0.349]
}

***

[3]
{
  "formula": "C3H12N4",
  "method": "ωB97M-V/def2-TZVPD",
  "fmax_ha_per_bohr": 0.08750,
  "homo_lumo_gap_ev": 9.218,
  "e_above_lowest_ev": 4.398,
  "e_tot_ha": -339.770563,
  "lumo_energy_ev": -7.35,
  "homo_ha": -0.60888,
  "spin_multiplicity": 1,
  "charge": 2,
  "symbols": ["C", "C", "C", "N", "N", "N", "N", "H", "H", "H", "H", "H", "H", "H", "H", "H", "H", "H", "H"],
  "coordinates": [[1.586, -1.172, 0.192], [3.058, -0.606, -0.121], [0.734, 0.052, 0.059], [1.439, 1.141, 0.036], [-2.784, -0.069, -0.602], [2.749, 0.873, -0.095], [-3.650, 0.565, 0.372], [1.399, -1.977, -0.586], [1.346, -1.610, 1.108], [3.519, -0.833, 0.734], [3.643, -0.970, -1.013], [-0.386, 0.181, 0.031], [1.169, 2.145, -0.250], [-2.047, -0.616, -0.203], [-3.346, -0.650, -1.214], [3.490, 1.525, -0.137], [-4.349, 0.965, -0.267], [-3.307, 1.275, 1.046], [-4.262, -0.217, 0.911]],
  "nbo_charge": [-0.489, -0.207, 0.155, -0.219, -0.620, -0.408, -0.546, 0.285, 0.266, 0.224, 0.259, 0.206, 0.485, 0.375, 0.409, 0.440, 0.463, 0.469, 0.454]
}

***

[4]
{
  "formula": "C3H12N4O",
  "method": "ωB97M-V/def2-TZVPD",
  "fmax_ha_per_bohr": 0.05880,
  "homo_lumo_gap_ev": 9.678,
  "smiles": "CNC(N)=O.CNN",
  "e_above_lowest_ev": 1.498,
  "e_tot_ha": -415.741855,
  "lumo_energy_ev": 0.81,
  "homo_ha": -0.32604,
  "spin_multiplicity": 1,
  "charge": 0,
  "symbols": ["C", "N", "C", "N", "N", "O", "H", "H", "H", "H", "H", "H", "H", "C", "N", "H", "H", "H", "H", "H"],
  "coordinates": [[1.545, -1.526, 1.412], [0.633, -1.093, 0.363], [-0.039, 1.211, -1.302], [-0.210, -2.167, -0.087], [-0.260, 0.148, -2.133], [0.658, 2.164, -1.609], [0.346, -2.941, -0.465], [-0.759, -2.567, 0.680], [0.389, 0.132, -2.909], [-0.281, -0.750, -1.643], [1.003, -1.826, 2.317], [2.230, -0.709, 1.659], [2.157, -2.376, 1.086], [-1.164, 2.438, 0.506], [-0.917, 1.198, -0.196], [-1.723, 0.605, -0.351], [0.063, -0.183, 0.622], [-0.213, 2.898, 0.782], [-1.738, 2.221, 1.409], [-1.720, 3.121, -0.141]],
  "nbo_charge": [-0.423, -0.526, 0.791, -0.702, -0.859, -0.636, 0.354, 0.329, 0.390, 0.415, 0.157, 0.206, 0.187, -0.407, -0.681, 0.396, 0.399, 0.222, 0.197, 0.191]
}